A structure of composition C10H14F3N3O3 at a distorted geometry, computed with wB97M-V/def2-TZVPD.

Structure (ORCA input):
```
! wB97M-V def2-TZVPD RIJCOSX def2/J DEFGRID3
* xyz 0 1
C -3.53 -0.76 -0.36
H -2.86 -1.24 0.35
C -2.62 0.45 -1.11
C -2.53 1.53 -0.18
H -3.53 1.80 -0.04
H -2.09 2.25 -0.64
C -1.93 1.07 1.31
C -0.58 0.48 0.75
O -0.40 -0.67 1.07
N 0.43 1.15 0.22
H 0.15 2.36 -0.02
C 1.54 0.69 -0.23
N 1.62 -0.41 -1.42
C 1.90 -1.46 -1.01
O 1.85 -2.47 -1.95
N 2.17 -1.65 0.42
C 2.15 -0.60 1.01
O 2.34 -0.23 2.17
C 2.67 -2.76 0.89
H 2.64 -3.58 0.30
H 1.71 -3.14 1.55
H 3.38 -2.66 1.66
H 1.24 0.20 -2.14
C 2.63 1.76 -0.12
F 2.37 2.68 -1.57
F 2.86 2.52 0.76
F 3.92 1.04 -0.55
H -1.58 2.27 1.67
H -2.55 0.52 1.88
H -1.78 -0.07 -1.33
H -3.29 0.82 -2.03
H -4.55 -0.41 -0.16
H -3.78 -1.49 -1.16
*
```

The LUMO energy is -0.159 eV. Its molecular weight is 281.23 g mol⁻¹. The calculation puts the gap between HOMO and LUMO at 9.4 eV. As for the energy: -1078.6653 a.u.

Atomic partial charges in e from the natural (NBO) method, atoms 1 to 2: C -0.64; H 0.23